Here is a 7-piece molecular cluster, C30H56BBr13F4O5P overall in a non-equilibrium geometry from the OMol25 dataset. Energies are from ωB97M-V/def2-TZVPD.

Geometry (Å):
1 C 3.6545 -1.7284 -2.0325
2 C 2.7719 -1.1649 -3.1551
3 C 1.8400 -0.0521 -2.6215
4 C 2.1596 1.2855 -3.2808
5 C 1.5639 2.5350 -2.6021
6 C 0.9795 2.2864 -1.2160
7 C 0.8277 3.5529 -0.3782
8 C -0.4296 3.4984 0.5405
9 C -1.5760 4.2149 -0.1943
10 C -2.8537 3.3815 -0.3601
11 C -4.0831 4.2837 -0.3040
12 C -5.4365 3.5575 -0.3629
13 C -5.4085 2.2074 -1.0383
14 O -6.7625 1.7725 -1.2729
15 C -6.9056 0.4148 -1.2788
16 C -8.0790 -0.0435 -0.4603
17 O -6.1759 -0.3433 -1.9167
18 O -0.7162 2.1653 0.8413
19 B 0.1454 1.7662 1.9380
20 P -0.2490 0.0347 2.7479
21 O 0.1908 0.2086 4.3598
22 Br -2.5390 -0.1422 2.7514
23 O 0.3434 2.9926 2.7528
24 C -0.0759 4.0711 1.9561
25 C -1.1821 4.8030 2.7032
26 F -1.1205 6.1486 2.3801
27 F -2.4302 4.3420 2.4220
28 C -1.0686 4.7927 4.2340
29 F -1.4545 3.6175 4.7751
30 F 0.1831 5.1429 4.6305
31 H 3.0787 -2.2841 -1.3019
32 H 4.4610 -2.3419 -2.4193
33 H 4.0348 -0.8759 -1.4724
34 H 2.1915 -1.9962 -3.5492
35 H 3.4484 -0.7882 -3.9173
36 H 0.8312 -0.3741 -2.8609
37 H 1.9598 -0.0281 -1.5451
38 H 3.2354 1.3538 -3.4170
39 H 1.7525 1.2468 -4.2879
40 H 2.3278 3.3106 -2.6100
41 H 0.7652 2.9262 -3.2352
42 H 0.0303 1.7822 -1.3474
43 H 1.6659 1.6667 -0.6559
44 H 1.6990 3.5896 0.2746
45 H 0.8545 4.4649 -0.9699
46 H -1.8672 5.1009 0.3607
47 H -1.2836 4.5628 -1.1788
48 H -2.9479 2.6402 0.4256
49 H -2.7925 2.8839 -1.3237
50 H -4.0440 4.7737 0.6645
51 H -4.0356 5.0752 -1.0494
52 H -5.8160 3.4192 0.6475
53 H -6.1767 4.1808 -0.8595
54 H -4.8571 2.2647 -1.9721
55 H -4.8724 1.4959 -0.4184
56 H -8.1045 0.4822 0.4865
57 H -8.9971 0.1808 -0.9950
58 H -8.0223 -1.1097 -0.2960
59 H 1.2782 1.5030 1.4672
60 H 1.1049 -0.0864 4.3711
61 H 0.8006 4.7168 1.8804
62 H -1.7573 5.5684 4.5988
63 Br -3.3570 7.2552 4.7210
64 C -3.8075 8.3080 6.2926
65 C -2.5719 8.7274 7.0422
66 Br -1.8097 7.2496 8.0494
67 H -4.4790 7.7056 6.8950
68 H -4.3394 9.1805 5.9189
69 H -2.8150 9.4887 7.7802
70 H -1.7911 9.0943 6.3845
71 Br 2.4107 -2.9866 1.4718
72 C 2.9956 -4.8033 1.8250
73 C 4.1226 -5.2175 0.9204
74 Br 3.4936 -5.6240 -0.8757
75 H 2.1212 -5.4395 1.7246
76 H 3.3268 -4.8053 2.8614
77 H 4.5712 -6.1419 1.2756
78 H 4.8850 -4.4519 0.8197
79 Br 6.2300 -8.6250 -2.0225
80 C 4.9587 -8.4574 -3.4821
81 C 5.5899 -7.8550 -4.7081
82 Br 5.8488 -5.9376 -4.5173
83 H 4.1289 -7.8683 -3.1041
84 H 4.6210 -9.4707 -3.6877
85 H 4.9340 -7.9744 -5.5675
86 H 6.5613 -8.2835 -4.9300
87 Br -3.6545 -4.6046 -0.6272
88 C -3.5711 -3.4847 0.9668
89 C -2.1625 -3.0810 1.3002
90 Br -1.1701 -4.5514 2.0971
91 H -4.0431 -4.0470 1.7654
92 H -4.1683 -2.6080 0.7303
93 H -2.1573 -2.2894 2.0472
94 H -1.5986 -2.7573 0.4320
95 Br 3.9758 -8.6562 2.0616
96 C 5.4565 -9.0579 3.2542
97 C 5.2476 -8.4508 4.6150
98 Br 5.5698 -6.5324 4.5968
99 H 6.3575 -8.6968 2.7695
100 H 5.4906 -10.1430 3.3203
101 H 5.9608 -8.8587 5.3276
102 H 4.2390 -8.5965 4.9864
103 Br 3.2651 0.8048 -7.5841
104 C 1.5165 -0.0474 -7.5547
105 C 0.4103 0.9412 -7.8136
106 Br 0.0693 2.0439 -6.2522
107 H 1.4228 -0.5363 -6.5901
108 H 1.5482 -0.7977 -8.3415
109 H -0.5237 0.4201 -8.0118
110 H 0.6319 1.6136 -8.6355

Forces on the atoms, in the same order (eV/Å):
C -0.37 0.60 -0.04
C 0.21 -0.38 0.81
C 0.54 -0.73 -0.76
C -0.57 -0.11 0.01
C 0.09 -0.07 -0.27
C 0.51 0.77 -0.50
C 0.19 -0.24 0.78
C 0.60 0.27 -0.28
C -0.92 -0.34 0.43
C -0.08 0.49 -0.09
C -0.14 -0.24 0.24
C -0.29 0.08 0.07
C 0.61 0.45 -0.47
O 0.03 -0.85 0.67
C 1.10 -1.01 -1.47
C 0.07 0.09 -0.16
O -1.19 1.57 1.43
O -0.89 -0.37 0.05
B 0.87 0.88 -0.44
P 0.33 -0.48 -0.38
O -0.43 0.31 -0.34
Br -0.26 0.81 0.60
O -0.77 -0.35 -0.21
C 0.56 -0.40 0.19
C 0.91 -0.15 0.25
F -0.48 -0.05 -0.15
F -0.05 0.21 0.10
C -0.68 0.46 0.09
F 0.40 0.10 -0.02
F -0.03 -0.34 -0.03
H -0.16 -0.32 -0.04
H 0.19 -0.12 0.08
H 0.52 0.03 0.02
H -0.05 -0.01 -0.39
H -0.14 0.10 -0.40
H -0.40 0.29 0.27
H -0.18 0.08 0.14
H 0.27 0.19 0.25
H 0.20 -0.11 -0.20
H 0.10 0.18 0.28
H -0.12 0.11 -0.09
H -0.10 -0.27 0.25
H -0.24 -0.41 0.11
H 0.21 0.12 0.02
H -0.20 0.15 -0.12
H 0.18 0.27 -0.05
H 0.31 -0.01 -0.16
H 0.25 -0.21 0.06
H -0.08 -0.39 -0.06
H 0.02 0.30 0.06
H 0.06 0.01 -0.27
H -0.03 -0.09 0.19
H -0.10 0.09 -0.17
H -0.13 -0.07 -0.31
H -0.11 -0.30 0.09
H 0.00 0.12 0.14
H -0.16 0.10 -0.08
H 0.05 -0.21 -0.05
H 0.09 -0.54 0.33
H 0.14 -0.25 0.26
H -0.29 0.67 -0.07
H 0.46 -0.48 0.02
Br -0.44 0.43 0.11
C -0.02 0.03 -0.29
C 0.00 -0.06 0.26
Br 0.04 0.01 -0.07
H 0.03 0.00 0.06
H 0.03 0.03 0.03
H -0.03 0.01 -0.01
H -0.02 0.00 -0.05
Br -0.07 0.01 0.06
C -0.02 0.26 0.07
C 0.06 -0.21 -0.03
Br 0.00 0.04 -0.07
H 0.00 -0.03 -0.02
H 0.05 -0.06 -0.01
H 0.01 0.09 0.01
H -0.04 0.06 -0.01
Br 0.00 0.04 0.03
C 0.06 -0.16 0.10
C -0.10 0.22 -0.06
Br 0.05 -0.04 0.00
H 0.01 0.05 -0.01
H 0.00 0.00 -0.04
H -0.03 -0.03 0.02
H 0.01 -0.04 0.03
Br -0.04 -0.09 0.01
C 0.06 0.09 -0.12
C 0.10 -0.17 0.10
Br 0.06 -0.20 0.00
H 0.02 0.00 0.02
H 0.03 0.07 0.00
H -0.02 -0.33 -0.18
H 0.00 0.01 -0.04
Br 0.01 -0.11 -0.02
C -0.20 -0.11 -0.09
C 0.19 0.14 0.07
Br -0.06 -0.02 -0.01
H 0.03 0.03 0.03
H 0.00 0.00 0.05
H 0.02 -0.02 -0.02
H -0.03 -0.02 -0.03
Br -0.03 -0.01 0.07
C 0.16 -0.01 -0.16
C -0.15 -0.01 0.21
Br -0.10 0.13 -0.15
H -0.03 0.03 0.03
H -0.03 0.00 -0.01
H 0.02 -0.05 0.00
H 0.05 -0.02 -0.03

The calculation puts the energy above the lowest of the compared OMol25 structures with the same formula, charge and spin at 0.3059 eV. The multiplicity is 1. As for the gap between HOMO and LUMO: 6.082 eV. The value obtained for the LUMO energy is 1.56 eV. The calculation puts the total energy at -973648.18879 eV. As for the charge: -1.

---

Here is C5H7NO as an isolated structure from the OMol25 dataset. Energies are from ωB97M-V/def2-TZVPD.

Geometry (Å):
1 O 2.7307 0.1332 -0.3622
2 C 1.6550 0.5365 -0.7378
3 C 0.3468 0.0684 -0.1757
4 C -0.9209 -0.5364 -0.8267
5 N -1.3385 -0.4109 0.6287
6 C -0.6800 0.9539 0.5616
7 C 0.0640 -0.9394 0.9383
8 H 1.5817 1.3429 -1.5005
9 H -1.4718 0.0995 -1.5273
10 H -0.9305 -1.5810 -1.1537
11 H -1.2520 1.6810 -0.0243
12 H -0.3944 1.3640 1.5352
13 H 0.4143 -0.7138 1.9503
14 H 0.1956 -1.9979 0.6941

Forces on the atoms, in the same order (eV/Å):
O -0.48 0.13 -0.19
C 0.22 -0.16 0.14
C 0.25 0.05 -0.07
C -0.19 -0.11 -0.39
N -0.18 -0.04 0.08
C -0.07 0.41 0.14
C 0.15 -0.28 0.27
H 0.04 -0.12 0.02
H -0.04 -0.07 0.20
H 0.31 0.19 -0.06
H 0.11 -0.10 0.07
H 0.01 -0.11 -0.12
H -0.08 0.03 -0.18
H -0.04 0.16 0.08

The calculation puts the energy above the lowest of the compared OMol25 structures with the same formula, charge and spin at 3.5443 eV. The multiplicity is 1. As for the gap between HOMO and LUMO: 9.934 eV. The value obtained for the LUMO energy is 0.76 eV. The calculation puts the total energy at -8832.65850 eV. As for the charge: 0.

---

Here is a 2-piece molecular cluster, C5H14NO3 overall in a non-equilibrium geometry from the OMol25 dataset. Energies are from ωB97M-V/def2-TZVPD.

Geometry (Å):
1 C 1.7356 -1.6280 -0.3465
2 C 2.1322 0.8069 -0.4919
3 C -1.8340 1.6097 -0.0572
4 C -2.1927 -1.3465 -0.4801
5 C -0.1640 -0.0353 -0.2372
6 N 1.1307 -0.2850 -0.3696
7 O 0.4924 0.5514 2.1021
8 O -0.5414 1.1599 -0.4103
9 O -0.9404 -1.0551 0.1780
10 H 1.3386 -2.1331 0.4417
11 H 1.5353 -2.0660 -1.3162
12 H 2.7995 -1.4779 -0.2703
13 H 2.8685 0.6076 0.2626
14 H 2.6343 0.6289 -1.4653
15 H 1.5471 1.7888 -0.2775
16 H -1.8414 2.6790 0.4235
17 H -2.4157 0.8620 0.5713
18 H -2.3312 1.7810 -1.0268
19 H -2.2105 -2.3619 -0.6463
20 H -2.0473 -1.0088 -1.4988
21 H -3.0449 -1.0021 -0.0387
22 H 1.2396 1.2144 2.0360
23 H 0.1097 0.7101 2.9177

Forces on the atoms, in the same order (eV/Å):
C 0.04 1.94 -2.28
C -1.94 0.53 -0.17
C -2.43 1.57 0.53
C 2.81 0.70 -2.54
C 1.56 -2.90 1.11
N -0.50 0.61 -0.19
O 2.51 0.85 -2.37
O -0.16 1.19 -0.23
O 0.91 1.20 0.00
H -0.88 -1.81 2.08
H -0.04 -0.56 0.01
H 0.25 -0.16 0.26
H 0.36 0.18 0.55
H -0.44 1.00 0.39
H 1.69 -1.53 -0.98
H 0.66 -2.31 -0.55
H 1.01 1.23 -0.70
H -0.17 -0.29 0.50
H -0.13 -2.48 0.41
H -0.65 0.65 -0.29
H -1.94 1.09 1.44
H -1.30 -1.14 0.29
H -1.21 0.46 2.73

The calculation puts the energy above the lowest of the compared OMol25 structures with the same formula, charge and spin at 2.7186 eV. The multiplicity is 1. As for the gap between HOMO and LUMO: 11.541 eV. The value obtained for the LUMO energy is -2.71 eV. The calculation puts the total energy at -13036.45617 eV. As for the charge: +1.

---

> Which value of total energy does entry 1 give?

-973648.18879 eV